1.
ORCA calculation (wB97M-V/def2-TZVPD) on a structure of composition C24H31N3P2Zr in a non-equilibrium geometry.

Its HOMO energy is -12.7 eV. The molar mass is 514.705 Da. As for the HOMO-LUMO gap: 5.3 eV. Its total energy is -49701.1171 eV. As for the total charge: +2.

```
61
C24H31N3P2Zr wB97M-V/def2-TZVPD
C -1.35 2.58 -3.38
C -1.62 2.03 -2.12
C -2.21 0.72 -2.13
C -1.76 -0.15 -3.20
C -1.12 0.39 -4.35
C -1.18 1.76 -4.50
C -1.89 -1.51 -2.96
C -2.55 -2.02 -1.87
C -2.98 -1.06 -0.88
C -3.16 -1.60 0.45
C -3.62 -2.90 0.55
C -3.43 -3.79 -0.52
C -2.67 -3.42 -1.60
H -1.24 3.66 -3.51
H -0.79 -0.29 -5.12
H -1.07 2.18 -5.50
H -1.12 -2.12 -3.39
H -4.13 -3.26 1.44
H -3.88 -4.79 -0.51
H -2.30 -4.14 -2.34
N -3.08 0.21 -1.26
Zr 0.87 -0.58 0.31
C -1.12 2.75 -0.87
H -1.90 2.76 -0.09
H -0.82 3.79 -1.09
C -2.79 -0.87 1.74
H -3.14 0.18 1.71
H -3.19 -1.35 2.66
P 0.41 2.01 -0.08
P -1.00 -0.78 2.12
C -0.64 -2.29 3.09
H 0.33 -2.18 3.61
H -1.47 -2.33 3.81
H -0.63 -3.16 2.42
C -0.95 0.52 3.40
H -1.40 0.03 4.27
H 0.08 0.84 3.61
H -1.57 1.37 3.05
C 1.75 2.66 -1.13
H 1.69 3.76 -1.11
H 2.73 2.34 -0.75
H 1.64 2.29 -2.16
C 0.68 3.03 1.41
H 1.59 2.69 1.93
H 0.82 4.07 1.08
H -0.17 2.95 2.10
H 1.47 -1.58 -0.94
H 0.14 -2.27 0.28
N 2.81 -0.28 2.83
C 3.62 -0.38 1.74
C 4.94 0.07 1.68
C 5.59 0.09 0.45
C 4.88 -0.22 -0.73
C 3.56 -0.63 -0.60
N 2.99 -0.82 0.62
H 1.89 -0.71 2.81
H 3.12 0.00 3.74
H 5.43 0.37 2.62
H 6.65 0.35 0.37
H 5.33 -0.17 -1.72
H 2.92 -0.82 -1.46
```

---

2.
ORCA calculation (wB97M-V/def2-TZVPD) on a structure of composition C18H40OP2SiSr in a non-equilibrium geometry.

Its HOMO energy is -6.2 eV. The molar mass is 450.171 Da. As for the HOMO-LUMO gap: 5.9 eV. Its total energy is -48652.3579 eV. As for the total charge: 0.

```
63
C18H40OP2SiSr wB97M-V/def2-TZVPD
P -3.94 0.42 2.02
P -4.53 -1.34 -1.06
C -5.58 0.07 1.18
C -5.65 -1.26 0.43
H -5.75 0.91 0.48
H -6.35 0.13 1.95
H -5.35 -2.08 1.11
H -6.68 -1.49 0.09
C -5.06 0.03 -2.18
H -4.40 -0.03 -3.06
H -4.92 1.02 -1.71
H -6.09 -0.05 -2.54
C -5.18 -2.86 -1.82
H -5.33 -2.75 -2.89
H -6.11 -3.16 -1.31
H -4.40 -3.61 -1.61
C -4.56 2.02 2.68
H -3.90 2.40 3.47
H -5.55 1.82 3.10
H -4.64 2.77 1.89
C -3.83 -0.34 3.70
H -3.93 -1.43 3.67
H -4.59 0.09 4.37
H -2.84 -0.09 4.10
Sr -2.37 -1.45 0.66
C -3.02 3.48 -0.43
C -3.56 4.66 -0.11
C -2.98 5.77 0.72
C -1.58 5.50 1.29
C -1.59 4.43 2.35
C -1.21 3.16 2.22
C -1.22 2.31 0.98
C -1.58 3.04 -0.35
C -0.81 -1.35 2.80
H -3.67 2.72 -0.86
H -4.61 4.86 -0.39
H -3.66 5.90 1.58
H -2.98 6.72 0.17
H -0.85 5.31 0.50
H -1.25 6.43 1.78
H -1.94 4.79 3.32
H -0.81 2.65 3.11
H -1.95 1.47 1.10
H -0.24 1.84 0.87
H -0.89 3.86 -0.58
H -1.42 2.28 -1.14
H -0.90 -2.46 2.83
H -1.13 -0.94 3.77
H 0.23 -1.07 2.58
C 1.72 -3.17 0.07
Si 0.98 -1.78 -0.95
C 1.83 -0.19 -0.30
C 1.56 -2.04 -2.73
O -0.61 -1.68 -0.74
H 2.81 -3.19 -0.01
H 1.34 -4.15 -0.26
H 1.46 -3.06 1.13
H 2.92 -0.32 -0.32
H 1.57 0.68 -0.92
H 1.53 0.02 0.74
H 1.11 -2.93 -3.19
H 1.33 -1.19 -3.39
H 2.66 -2.19 -2.76
```

---

3.
ORCA calculation (wB97M-V/def2-TZVPD) on a cluster of 3 separate species, C3H11NO2 in total in a non-equilibrium geometry.

Its expectation value of S² is 0.76. Its HOMO energy (alpha / beta) is -14.9 / -14.9 eV. The molar mass is 93.126 Da. As for the HOMO-LUMO gap (alpha / beta): 11.0 / 7.4 eV. Its total energy is -8866.0707 eV. As for the multiplicity: 2. As for the total charge: +1.

```
17
C3H11NO2 wB97M-V/def2-TZVPD
C -0.45 -2.29 -1.00
C 0.09 -1.01 -0.50
C 0.76 -0.18 -1.39
N 1.21 1.05 -1.07
H -0.30 -2.49 -2.06
H -1.53 -2.28 -0.82
H -0.08 -3.13 -0.40
H -0.09 -0.57 0.47
H 0.93 -0.41 -2.43
H 1.98 1.34 -1.68
H 1.32 1.29 -0.09
H -0.48 2.95 -0.25
H -1.56 2.11 0.39
O -1.20 3.01 0.41
H -1.00 -1.12 2.59
H 0.17 -1.54 3.43
O -0.08 -0.91 2.75
```

---

4.
ORCA calculation (wB97M-V/def2-TZVPD) on a cluster of 2 separate species, C5H12N in total in a non-equilibrium geometry.

Its expectation value of S² is 0.76. Its HOMO energy (alpha / beta) is -19.9 / -19.9 eV. The molar mass is 86.158 Da. As for the HOMO-LUMO gap (alpha / beta): 7.5 / 3.8 eV. Its total energy is -6842.4440 eV. As for the multiplicity: 2. As for the total charge: +2.

```
18
C5H12N wB97M-V/def2-TZVPD
C 3.32 -1.26 2.68
C 0.34 -0.08 0.02
N 1.62 0.30 0.16
C -2.98 1.07 -1.37
C -2.04 -0.14 -1.00
C -0.59 0.21 -1.02
H 3.18 -2.07 1.90
H 3.52 -0.27 2.29
H 2.53 -1.03 3.35
H 4.15 -1.37 3.38
H -2.74 1.54 -2.31
H 0.04 -0.70 0.91
H -3.00 1.97 -0.70
H -4.05 0.85 -1.50
H -2.34 -0.28 0.02
H -2.32 -1.03 -1.63
H 1.78 0.73 -0.79
H -0.45 0.80 -1.91
```

---

5.
ORCA calculation (wB97M-V/def2-TZVPD) on a structure of composition C4H8BrNO2 in a non-equilibrium geometry.

Its HOMO energy (alpha / beta) is -10.5 / -10.5 eV. The molar mass is 182.017 Da. As for the HOMO-LUMO gap (alpha / beta): 8.0 / 8.0 eV. Its total energy is -79899.8876 eV. As for the total charge: 0.

```
16
C4H8BrNO2 wB97M-V/def2-TZVPD
C -0.11 1.23 -0.23
C 0.65 -1.19 0.24
C -0.47 -0.30 -0.38
C -1.73 -0.52 0.40
N -2.14 -1.82 0.12
O -2.49 -2.50 1.03
O -2.11 -2.10 -1.05
Br -3.74 0.73 -0.57
H 0.12 1.45 0.77
H 0.60 1.43 -0.97
H -0.93 1.68 -0.50
H 0.66 -0.81 1.22
H 1.61 -1.08 -0.33
H 0.45 -2.36 0.38
H -0.51 -0.54 -1.47
H -1.67 -0.39 1.45
```

---

6.
ORCA calculation (wB97M-V/def2-TZVPD) on a structure of composition C4H3CdFO5 in a non-equilibrium geometry.

Its HOMO energy is -9.8 eV. The molar mass is 262.473 Da. As for the HOMO-LUMO gap: 8.3 eV. Its total energy is -21714.4534 eV. As for the total charge: 0.

```
14
C4H3CdFO5 wB97M-V/def2-TZVPD
C 1.24 -0.03 -0.86
C 1.88 -0.25 0.50
F 1.93 -0.76 -1.79
H 1.23 1.02 -1.18
H 1.75 -1.31 0.79
H 2.96 -0.06 0.40
O 1.41 0.62 1.51
C 0.14 0.43 2.06
O -0.05 1.10 3.06
O -2.22 -0.36 -0.88
Cd -1.33 -0.66 0.90
O -1.02 0.73 -2.46
O -0.06 -0.52 -0.79
C -1.19 -0.02 -1.53
```

---

7.
ORCA calculation (wB97M-V/def2-TZVPD) on a structure of composition C32H41BrIN9O5PSSr.

Its HOMO energy is -5.0 eV. The molar mass is 989.207 Da. As for the HOMO-LUMO gap: 7.3 eV. Its total energy is -156608.5624 eV. As for the total charge: -1.

```
92
C32H41BrIN9O5PSSr wB97M-V/def2-TZVPD
Sr 1.85 -0.27 -1.02
O 0.40 2.06 -4.66
C -0.65 1.41 -5.16
C -1.06 1.68 -6.47
C -2.13 1.00 -7.02
C -2.81 0.03 -6.30
C -2.40 -0.23 -5.00
C -1.34 0.44 -4.41
C -0.95 0.19 -2.97
O 0.32 0.55 -2.66
N -1.93 0.94 -2.13
N -1.84 0.77 -0.83
C -2.77 1.18 -0.05
C -2.66 1.03 1.39
Br -0.92 0.62 2.02
C -3.65 1.20 2.28
C -5.06 1.46 1.95
C -5.78 2.41 2.68
C -7.12 2.66 2.40
C -7.76 1.95 1.39
C -7.06 1.00 0.67
C -5.73 0.75 0.95
H 0.62 1.56 -3.80
H -0.51 2.42 -7.04
H -2.43 1.22 -8.04
H -3.64 -0.51 -6.73
H -2.91 -0.99 -4.41
H -1.13 -0.89 -2.75
H -2.81 1.21 -2.54
H -3.67 1.68 -0.44
H -3.39 1.18 3.33
H -5.28 2.96 3.46
H -7.66 3.40 2.97
H -8.80 2.15 1.17
H -7.56 0.43 -0.11
H -5.19 -0.02 0.40
N 6.51 4.48 4.94
C 5.78 3.67 4.07
C 4.39 3.81 3.98
C 3.67 3.05 3.08
C 4.32 2.12 2.28
C 5.70 1.98 2.36
C 6.42 2.75 3.25
S 3.39 1.17 1.12
O 4.27 0.11 0.64
O 2.20 0.70 1.82
N 2.89 2.05 -0.06
C 3.75 2.31 -1.11
N 3.47 1.64 -2.24
C 4.20 1.89 -3.31
C 5.25 2.80 -3.28
C 5.49 3.41 -2.05
N 4.75 3.18 -0.97
H 5.99 4.82 5.73
H 7.40 4.09 5.23
H 3.88 4.54 4.61
H 2.59 3.15 3.01
H 6.19 1.25 1.72
H 7.50 2.64 3.31
H 3.95 1.34 -4.21
H 5.85 3.02 -4.15
H 6.30 4.11 -1.93
C -2.50 -1.81 0.43
N -1.77 -3.05 0.59
C -2.60 -4.20 0.91
P -0.12 -3.06 0.81
O 0.41 -1.75 0.33
N 0.34 -4.47 0.11
C -0.17 -4.84 -1.21
C 1.64 -5.07 0.37
N 0.34 -3.26 2.39
C -0.14 -4.38 3.18
C 0.70 -2.09 3.19
H -3.23 -1.91 -0.37
H -1.81 -1.00 0.18
H -3.03 -1.53 1.35
H -3.38 -4.30 0.15
H -3.10 -4.09 1.88
H -2.01 -5.11 0.92
H -1.09 -4.31 -1.43
H -0.37 -5.92 -1.22
H 0.56 -4.60 -1.98
H 2.04 -4.72 1.33
H 2.35 -4.81 -0.41
H 1.53 -6.16 0.41
H -0.31 -5.25 2.55
H -1.07 -4.15 3.71
H 0.62 -4.64 3.93
H 1.09 -1.30 2.55
H 1.47 -2.37 3.91
H -0.17 -1.70 3.74
I 3.11 -2.89 -2.62
```

---

8.
ORCA calculation (wB97M-V/def2-TZVPD) on a cluster of 6 separate species, H12O5S in total in a non-equilibrium geometry.

Its SMILES is O.O.O.O.O.S. Its HOMO energy is -9.7 eV. The molar mass is 124.158 Da. As for the HOMO-LUMO gap: 10.0 eV. Its total energy is -21266.5808 eV. As for the total charge: 0.

```
18
H12O5S wB97M-V/def2-TZVPD
O 0.10 -0.25 -0.30
H -0.48 0.37 -0.78
H 0.85 0.27 -0.10
O 2.08 -0.81 2.48
H 2.56 -1.58 2.77
H 2.53 -0.56 1.69
O 1.78 -3.70 -0.35
H 2.13 -4.19 -1.12
H 1.93 -2.79 -0.66
O 1.63 5.06 -1.01
H 0.73 4.84 -0.73
H 1.78 5.49 -1.86
O 0.00 -0.54 -3.40
H -0.16 -0.15 -4.23
H -0.89 -0.65 -3.08
S -5.75 0.17 3.88
H -5.49 0.07 2.61
H -5.32 -1.04 4.19
```

---

9.
ORCA calculation (wB97M-V/def2-TZVPD) on a cluster of 2 separate species, C5H14N3 in total.

Its HOMO energy is -12.3 eV. The molar mass is 116.188 Da. As for the HOMO-LUMO gap: 9.5 eV. Its total energy is -9875.8785 eV. As for the total charge: +1.

```
22
C5H14N3 wB97M-V/def2-TZVPD
C 1.14 1.98 -1.38
N 0.86 1.20 -0.16
C 1.13 1.65 1.02
N 0.84 1.12 2.20
H 0.22 2.44 -1.74
H 1.56 1.32 -2.13
H 1.84 2.76 -1.10
H 0.25 0.35 -0.27
H 1.72 2.57 1.05
H 0.45 0.18 2.24
H 1.38 1.45 2.98
C 0.30 -2.86 0.49
C -0.69 -1.98 0.36
N -0.81 -1.02 -0.67
C -2.16 -0.47 -0.85
H 1.07 -2.91 -0.27
H 0.34 -3.53 1.33
H -1.48 -1.94 1.11
H -0.45 -1.38 -1.55
H -2.91 -1.24 -1.05
H -2.45 0.07 0.06
H -2.13 0.23 -1.68
```

---

10.
ORCA calculation (wB97M-V/def2-TZVPD) on a cluster of 2 separate species, C8H12O2 in total in a non-equilibrium geometry.

Its SMILES is Cc1ccc(O)cc1.CO. Its HOMO energy is -8.4 eV. The molar mass is 140.182 Da. As for the HOMO-LUMO gap: 9.3 eV. Its total energy is -12584.6835 eV. As for the total charge: 0.

```
22
C8H12O2 wB97M-V/def2-TZVPD
C 2.98 0.59 0.79
C 1.51 0.44 1.08
C 0.63 0.08 0.06
C -0.75 0.00 0.22
C -1.23 0.21 1.50
O -2.56 -0.08 1.73
C -0.39 0.53 2.55
C 0.97 0.65 2.35
H 3.12 0.89 -0.25
H 3.52 -0.36 0.89
H 3.47 1.36 1.38
H 1.07 -0.03 -0.91
H -1.33 -0.25 -0.65
H -2.71 -0.27 2.66
H -0.76 0.46 3.57
H 1.66 0.87 3.16
C -1.43 -0.55 -3.18
O -1.35 -1.68 -4.03
H -1.15 -0.69 -2.14
H -2.44 -0.12 -3.18
H -0.68 0.12 -3.58
H -2.17 -2.18 -4.02
```

---

11.
ORCA calculation (wB97M-V/def2-TZVPD) on the molecule C21H25N3O2S.

Its SMILES is COc1ccc(C(=O)NC2CCN(C(=S)Nc3ccc(C)cc3)CC2)cc1. Its HOMO energy is -7.9 eV. The molar mass is 383.517 Da. As for the HOMO-LUMO gap: 8.5 eV. Its total energy is -41584.3276 eV. As for the total charge: 0.

```
52
C21H25N3O2S wB97M-V/def2-TZVPD
C -8.89 -1.36 -1.06
O -8.01 -0.30 -1.35
C -6.84 -0.22 -0.67
C -6.40 -1.13 0.29
C -5.19 -0.94 0.91
C -4.37 0.14 0.59
C -3.08 0.27 1.32
O -2.89 -0.22 2.42
N -2.11 0.96 0.66
C -0.81 1.20 1.26
C -0.10 2.34 0.54
C 0.38 1.90 -0.84
N 1.23 0.73 -0.75
C 2.58 0.88 -0.64
S 3.28 2.38 -0.64
N 3.30 -0.27 -0.62
C 4.67 -0.45 -0.40
C 5.40 0.36 0.47
C 6.74 0.10 0.68
C 7.39 -0.95 0.05
C 8.85 -1.21 0.29
C 6.65 -1.76 -0.80
C 5.31 -1.52 -1.02
C 0.51 -0.40 -0.18
C 0.06 -0.06 1.24
C -4.82 1.06 -0.36
C -6.03 0.88 -0.98
H -8.43 -2.33 -1.29
H -9.75 -1.21 -1.71
H -9.21 -1.35 -0.02
H -7.01 -1.98 0.56
H -4.84 -1.63 1.66
H -2.27 1.29 -0.27
H -0.99 1.47 2.31
H 0.77 2.65 1.12
H -0.76 3.20 0.44
H -0.46 1.64 -1.49
H 0.96 2.70 -1.31
H 2.86 -1.08 -1.04
H 4.93 1.18 0.97
H 7.30 0.74 1.35
H 9.20 -2.06 -0.28
H 9.44 -0.33 0.01
H 9.03 -1.39 1.35
H 7.12 -2.60 -1.29
H 4.74 -2.16 -1.68
H -0.36 -0.60 -0.81
H 1.12 -1.30 -0.17
H 0.94 0.10 1.86
H -0.51 -0.89 1.66
H -4.24 1.94 -0.60
H -6.40 1.59 -1.71
```

---

12.
ORCA calculation (wB97M-V/def2-TZVPD) on a cluster of 2 separate species, C8H10S3 in total in a non-equilibrium geometry.

Its HOMO energy (alpha / beta) is -7.9 / -7.9 eV. The molar mass is 202.369 Da. As for the HOMO-LUMO gap (alpha / beta): 8.2 / 8.2 eV. Its total energy is -40960.1022 eV. As for the total charge: 0.

```
21
C8H10S3 wB97M-V/def2-TZVPD
C 3.06 0.37 0.88
C 1.64 0.58 0.78
C 3.60 -0.34 -0.11
C 1.20 0.02 -0.43
C -2.30 -1.20 1.01
C -1.69 0.02 1.64
C -1.10 0.17 -0.99
C -1.10 0.70 -2.39
S 2.44 -0.85 -1.28
S -1.71 -1.49 -0.70
S -1.57 1.25 0.38
H 3.55 0.84 1.61
H 0.96 1.22 1.39
H 4.61 -0.64 -0.17
H -2.01 -2.02 1.55
H -3.34 -1.25 0.83
H -2.43 0.43 2.38
H -0.72 -0.10 1.99
H -1.97 1.26 -2.72
H -0.92 -0.27 -3.06
H -0.19 1.31 -2.58
```